Entry 1:
40
Properties=species:S:1:pos:R:3:forces:R:3:nbo_charge:R:1 method="wB97M-V/def2-TZVPD" e_lumo_ev=-1.064 orbital_gap_ev=6.601
H -3.249 0.524 0.452 0.0 0.0 0.0 0.212
F 1.021 0.476 4.562 0.0 0.0 0.0 -0.320
C -0.341 -2.782 -1.671 -0.2 -0.1 0.0 -0.405
C -0.176 -1.951 -4.985 0.0 0.0 0.0 -0.756
C -2.661 0.406 1.354 0.0 0.0 0.1 0.066
S -1.982 -2.740 -1.255 0.1 -0.1 0.0 0.024
Sb 0.666 1.315 -0.640 0.1 0.1 0.2 1.260
S 3.650 -4.113 -1.373 0.0 0.0 0.0 0.035
C -2.247 0.670 3.670 0.0 0.0 0.0 -0.106
H -0.528 -1.472 -5.898 0.0 0.0 0.0 0.238
S 2.059 -1.847 -2.422 -0.1 0.0 0.0 0.425
S 0.789 -1.313 1.894 0.0 0.1 0.0 -0.313
H -0.571 2.597 1.386 0.0 0.0 0.0 0.236
H 3.040 1.011 -1.888 0.0 0.0 0.0 0.239
H 3.168 2.264 -0.630 0.0 0.0 0.0 0.233
C 0.144 2.804 -2.072 0.0 0.0 0.0 -0.997
Pd -0.607 -0.910 -0.534 -0.1 0.1 -0.1 0.509
H 0.930 1.839 1.971 0.0 0.0 0.0 0.258
H -2.537 1.030 4.647 0.0 0.0 0.0 0.238
C -0.647 -0.472 2.244 -0.1 0.0 0.1 0.085
N -1.492 -0.224 1.203 0.1 -0.1 -0.1 -0.539
S 0.703 -4.051 -1.087 0.1 0.1 0.0 0.508
H -4.037 1.374 2.669 0.0 0.0 0.0 0.230
C 0.288 -1.667 -2.304 0.1 0.0 -0.2 -0.543
H -0.890 3.107 -1.920 0.0 0.0 0.0 0.236
H 0.879 -2.197 -5.085 0.0 0.0 0.0 0.226
F 0.112 -1.445 4.989 0.0 0.0 0.0 -0.308
C 2.774 1.276 -0.867 0.0 0.0 0.0 -0.988
H -0.763 -2.850 -4.804 0.0 0.0 0.0 0.223
H 0.254 2.402 -3.077 0.0 0.0 0.0 0.244
H 1.000 3.371 1.069 0.0 0.0 0.0 0.233
C -1.050 0.013 3.520 0.0 0.0 0.0 -0.230
F -0.720 0.357 5.828 0.0 0.0 0.0 -0.333
H 3.187 0.537 -0.183 0.0 0.0 0.0 0.255
H 0.798 3.666 -1.946 0.0 0.0 0.0 0.232
C -0.152 -0.163 4.718 0.0 0.0 0.0 0.985
C 0.481 2.418 1.167 0.0 0.0 -0.1 -0.992
S -0.435 -0.758 -3.649 0.0 -0.1 0.1 0.286
C -3.086 0.873 2.572 0.0 0.0 -0.1 -0.315
C 2.227 -3.378 -1.623 -0.1 0.0 0.0 -0.571

---

Entry 2:
18
Properties=species:S:1:pos:R:3:forces:R:3:nbo_charge:R:1 method="wB97M-V/def2-TZVPD" e_lumo_ev=0.663 smiles="NC(=O)[C@H](N)CCO" orbital_gap_ev=9.468
C -0.775 0.037 1.765 -0.9 -1.5 2.4 0.668
N -1.617 -0.581 -0.416 0.8 1.4 -2.3 -0.860
C 1.096 0.336 -1.577 1.6 0.5 -3.1 -0.081
H -2.107 -1.384 -0.154 -0.4 -0.9 2.5 0.390
H -1.336 -0.895 -1.346 0.4 1.1 0.2 0.361
O -1.668 -0.729 2.149 1.6 1.4 -0.2 -0.590
N 0.015 0.744 2.718 1.5 -0.5 -0.8 -0.856
H 0.101 0.283 3.685 -0.3 1.0 -2.3 0.417
H 2.085 -0.135 -1.898 -1.2 0.6 0.1 0.171
H 0.918 1.187 2.326 -2.1 -1.1 1.2 0.384
H 0.844 -1.419 -0.300 0.1 2.8 0.5 0.220
H -0.741 1.330 0.020 0.5 -2.1 0.6 0.215
H 0.158 -0.589 -3.181 0.2 0.6 0.8 0.472
H 1.202 1.424 -1.760 0.5 -0.3 1.6 0.202
H 1.500 0.210 0.531 0.1 -0.7 -1.1 0.215
C 0.790 -0.210 -0.236 0.6 -1.9 1.4 -0.435
C -0.547 0.184 0.284 -2.9 0.9 -1.3 -0.148
O 0.081 0.207 -2.611 0.0 -1.4 -0.3 -0.745

---

Short version: energy = -98396.34475 -11383.98175 eV, in the order given.
Short version: energy above the lowest of the compared OMol25 structures with the same formula, charge and spin = 108.55 281.84 kJ/mol, in the order given.